Computed, not measured: a structure of composition C42H43BiF5N5O7S2Si, with ωB97M-V/def2-TZVPD.

Structure (XYZ):
```
106
C42H43BiF5N5O7S2Si (ωB97M-V/def2-TZVPD)
Bi 0.436 -0.493 -0.128
C 4.489 -3.557 2.283
C 4.611 -2.175 2.303
C 3.480 -1.375 2.236
C 2.220 -1.957 2.148
C 2.099 -3.340 2.131
C 3.230 -4.136 2.200
N 1.049 -1.159 2.012
C 0.459 -0.729 3.150
C 1.200 -0.662 4.375
C 0.665 -0.162 5.519
C -0.682 0.260 5.589
C -1.466 0.089 4.496
C -0.945 -0.426 3.278
N -1.875 -0.890 2.401
N -1.438 -1.151 1.242
C -2.180 -1.948 0.372
C -3.500 -2.355 0.488
C -3.991 -3.169 -0.514
C -3.167 -3.549 -1.569
C -1.863 -3.084 -1.594
N -1.383 -2.306 -0.633
H 5.374 -4.179 2.312
H 5.588 -1.713 2.345
H 3.562 -0.296 2.240
H 1.113 -3.775 2.033
H 3.130 -5.213 2.165
H 2.242 -0.942 4.351
H 1.298 -0.062 6.392
H -1.074 0.697 6.497
H -2.519 0.338 4.508
H -4.093 -2.018 1.324
H -5.020 -3.505 -0.482
H -3.530 -4.183 -2.365
H -1.179 -3.334 -2.392
F -1.494 7.007 1.348
C -0.718 5.989 1.781
C -0.707 4.774 1.118
F -1.481 4.608 0.030
C 0.094 3.745 1.579
F 0.040 2.589 0.890
C 0.927 3.842 2.701
S 1.904 2.532 3.251
C 0.875 5.093 3.338
F 1.620 5.322 4.438
C 0.082 6.136 2.903
F 0.076 7.313 3.567
O 7.390 2.063 -1.063
C 7.007 0.895 -1.244
O 7.622 -0.096 -1.673
C 5.521 0.631 -0.876
C 4.724 1.634 -0.341
C 3.399 1.371 -0.033
N 2.854 0.174 -0.243
C 3.613 -0.803 -0.756
C 4.942 -0.619 -1.077
C 2.932 -2.133 -1.008
O 3.566 -3.093 -1.380
O 1.627 -2.158 -0.853
H 5.160 2.607 -0.165
H 2.762 2.113 0.430
H 5.533 -1.427 -1.482
C 0.478 0.568 -5.380
C 0.822 -0.212 -4.116
C 2.269 0.070 -3.729
C 0.606 -1.704 -4.328
O 0.012 0.204 -2.998
Si -1.562 0.776 -2.988
S -2.189 0.941 -1.060
O -1.632 2.179 -3.868
C -1.284 3.506 -3.473
C -1.035 4.272 -4.770
C -2.458 4.111 -2.713
C -0.027 3.505 -2.609
O -2.370 -0.299 -3.971
C -3.639 -0.163 -4.596
C -4.610 0.623 -3.719
C -4.158 -1.583 -4.802
C -3.455 0.530 -5.944
H 1.128 0.236 -6.192
H 0.631 1.634 -5.224
H -0.558 0.413 -5.672
H 2.916 0.046 -4.607
H 2.638 -0.671 -3.026
H 2.350 1.055 -3.268
H 1.247 -2.067 -5.135
H -0.437 -1.897 -4.581
H 0.870 -2.243 -3.418
H -1.935 4.267 -5.386
H -0.229 3.805 -5.336
H -0.759 5.306 -4.559
H -3.342 4.133 -3.354
H -2.225 5.131 -2.401
H -2.676 3.515 -1.827
H 0.780 2.977 -3.118
H -0.218 3.015 -1.655
H 0.297 4.528 -2.410
H -4.659 0.184 -2.723
H -5.605 0.617 -4.169
H -4.282 1.655 -3.607
H -4.316 -2.062 -3.836
H -3.426 -2.167 -5.362
H -5.100 -1.575 -5.353
H -3.006 1.511 -5.797
H -4.417 0.646 -6.449
H -2.797 -0.062 -6.582
```

Net charge = -2
E_HOMO = -2.36 eV
M = 1126.0 g/mol
HOMO-LUMO gap = 5.427 eV


Computed, not measured: a structure of composition C38H42F11HfN9O3 at a distorted geometry, with ωB97M-V/def2-TZVPD.

Structure (XYZ):
```
104
C38H42F11HfN9O3 (ωB97M-V/def2-TZVPD)
Hf 1.934 1.768 0.130
C 5.353 2.395 0.283
N 4.083 3.020 0.823
C 4.026 4.342 0.076
C 3.550 4.085 -1.377
N 2.357 3.203 -1.446
C 1.267 3.583 -2.172
C 0.441 2.616 -2.877
F 0.689 1.291 -2.812
C -0.625 2.951 -3.702
F -1.209 1.998 -4.453
C -1.094 4.253 -3.679
F -2.277 4.510 -4.254
C -0.390 5.221 -2.931
F -0.939 6.393 -2.829
C 0.764 4.903 -2.261
F 1.211 5.842 -1.344
C 4.132 3.093 2.296
C 3.580 1.820 2.858
N 2.292 1.396 2.285
C 1.264 1.217 3.161
C 0.802 2.263 4.002
F 1.561 3.340 4.193
C -0.472 2.269 4.503
F -0.942 3.444 5.046
C -1.386 1.265 4.193
F -2.725 1.500 4.221
C -0.859 0.092 3.676
F -1.609 -1.038 3.477
C 0.448 0.069 3.205
F 0.827 -1.111 2.636
H 6.193 2.839 0.780
H 5.345 2.483 -0.770
H 5.411 1.325 0.456
H 5.034 4.766 -0.053
H 3.259 4.942 0.542
H 4.237 3.607 -2.044
H 3.285 5.125 -1.780
H 3.575 4.056 2.669
H 5.158 3.264 2.664
H 3.537 1.918 3.929
H 4.298 0.945 2.608
C -5.837 0.934 -1.331
C -5.201 0.966 0.061
N -3.789 0.691 0.186
C -3.017 1.802 0.233
C -1.635 1.734 0.142
C -0.854 3.091 0.140
O -1.379 4.095 -0.312
O 0.331 3.064 0.721
C -0.945 0.497 0.088
O 0.403 0.454 -0.144
C -1.734 -0.650 0.292
C -1.157 -1.954 0.436
C -2.025 -2.954 0.781
F -1.412 -4.143 1.188
C -3.440 -2.960 0.497
C -4.032 -1.699 0.257
C -3.194 -0.568 0.285
N -4.157 -4.130 0.292
C -5.447 -4.218 0.975
C -5.872 -5.679 1.210
N -5.155 -6.642 0.313
C -4.800 -6.109 -1.029
C -3.838 -4.940 -0.895
H -5.285 1.535 -2.050
H -6.908 1.181 -1.251
H -5.815 -0.067 -1.781
H -5.800 0.367 0.746
H -5.283 2.083 0.377
H -3.520 2.784 0.230
H -0.089 -2.124 0.395
H -5.105 -1.567 0.275
H -6.221 -3.665 0.351
H -5.409 -3.794 2.018
H -6.989 -5.660 0.952
H -5.757 -6.069 2.218
H -5.749 -7.474 0.300
H -4.258 -6.949 0.653
H -5.734 -5.908 -1.605
H -4.204 -6.982 -1.526
H -3.907 -4.344 -1.804
H -2.817 -5.323 -0.753
C 3.873 0.230 -2.847
N 3.703 -0.984 -2.130
C 2.903 -1.946 -3.035
C 3.768 -1.073 -0.800
N 3.347 -0.021 0.030
N 4.109 -2.302 -0.329
C 4.922 -3.309 -1.087
C 3.987 -2.567 1.069
H 2.897 0.726 -2.911
H 4.031 -0.015 -3.883
H 4.641 0.903 -2.438
H 1.837 -1.714 -3.082
H 2.942 -2.928 -2.514
H 3.470 -1.994 -3.992
H 3.786 -0.292 0.965
H 5.230 -2.774 -2.002
H 4.371 -4.279 -1.078
H 5.836 -3.508 -0.477
H 4.963 -2.478 1.600
H 3.775 -3.621 1.135
H 3.258 -2.026 1.742
```

Net charge = +2
E_HOMO = -11.51 eV
M = 1060.3 g/mol
HOMO-LUMO gap = 5.837 eV
Energy above the lowest of the compared OMol25 structures with the same formula, charge and spin = 1.609 eV